No. 1
{"formula": "C43H35Cl3N6O3V", "method": "wB97M-V/def2-TZVPD", "s2": 3.818, "charge": 0, "lumo_energy_ev": [-0.5, -0.6], "de_lowest_kcal_mol": 3.8, "e_homo_ev": [-5.21, -7.13], "multiplicity": 4, "species": ["H", "N", "C", "H", "H", "H", "C", "H", "H", "C", "H", "H", "V", "H", "C", "C", "N", "O", "C", "C", "C", "H", "H", "H", "N", "C", "C", "H", "N", "C", "C", "C", "C", "C", "H", "C", "C", "O", "N", "H", "C", "C", "H", "H", "C", "H", "C", "H", "H", "H", "N", "H", "C", "C", "H", "C", "H", "H", "H", "C", "C", "C", "C", "C", "H", "Cl", "C", "C", "H", "C", "C", "C", "H", "H", "H", "C", "H", "C", "C", "H", "C", "H", "Cl", "C", "Cl", "C", "C", "H", "O", "C", "C"], "positions_angstrom": [[-0.210060, 0.286326, 2.433253], [3.083638, -0.921348, -2.091946], [-1.190421, -2.721603, 2.480526], [-4.559941, -2.404940, 1.396447], [4.511377, -0.909419, 2.707909], [-2.263551, 2.005342, 4.403534], [4.890136, -1.159563, 0.079897], [3.715257, 3.108243, 2.912662], [-1.721070, 2.950113, 0.258749], [2.036181, -0.926151, -2.899694], [0.088707, 2.740617, 4.854337], [0.226246, -0.874299, -4.840674], [0.523568, -0.545070, -0.526766], [-0.754303, 5.266233, -2.763607], [2.738818, 2.632254, 2.843857], [-6.129565, -0.178101, -0.612380], [-1.192779, -0.857212, 0.156413], [1.762963, 3.645396, 3.074568], [0.823693, -0.001274, 2.540195], [-5.954936, -1.260752, 0.237703], [-0.352482, 2.060686, -1.650540], [2.614798, 2.187857, 1.850952], [-3.224820, -1.241476, 5.397360], [2.662685, 1.846524, 3.600776], [0.758042, -2.680765, -0.551951], [1.426153, -1.228738, -6.594813], [2.290113, -1.111783, -4.351955], [-7.115953, 0.061427, -0.988837], [1.475099, -0.276174, 1.417896], [3.576899, -1.327367, -4.839477], [-1.316670, 2.882325, 1.257965], [1.423785, -0.082195, 3.790521], [2.791069, -0.572637, 1.475990], [-0.241949, 3.486369, -1.677910], [3.255993, -0.516251, 4.817244], [0.833110, -5.189779, -1.246679], [-0.004208, 3.293036, 1.503004], [0.371780, 1.393924, -0.770310], [0.837453, 3.848845, 0.555550], [0.837466, 0.131248, 4.672079], [-2.844964, -1.185179, 3.289718], [-1.842512, 2.176265, -3.575774], [-2.475233, 1.660184, -4.288325], [0.845929, 5.219082, -1.012358], [-3.774766, 0.291773, -0.495101], [-3.127931, 2.117256, 2.075514], [-2.103194, -1.701069, 2.230040], [-2.917581, 0.885177, -0.779540], [5.170299, -1.258739, -0.964281], [-2.147921, 4.127251, -4.445215], [2.647228, -0.702274, -0.819625], [-0.308539, -4.016923, 3.941709], [-0.324024, 2.756392, 3.852656], [0.510174, 4.226352, -0.735874], [4.783949, -1.663784, -6.575455], [-3.592338, -0.791871, 0.359974], [-0.610011, -3.116412, 1.655992], [-1.306609, 0.373624, -2.555177], [-5.165639, 1.448380, -1.634968], [3.782910, -1.497609, -6.198589], [0.475783, 3.203463, 2.821223], [-5.037124, 0.599055, -0.975834], [0.793172, -3.786378, -0.835352], [-1.631111, 2.354852, 3.597542], [0.588978, -1.181440, -7.279122], [1.507247, -5.258265, -2.875773], [-1.193237, 1.448378, -2.588132], [1.216053, -1.060770, -5.234780], [5.510152, -0.391496, 0.546492], [-2.110962, 2.419347, 2.296243], [2.708224, -1.449603, -7.077791], [-1.664509, 3.555942, -3.663369], [-3.561476, -0.394569, 3.104463], [-6.802990, -1.871368, 0.520505], [1.591393, 4.366258, 0.980208], [-1.016010, -3.216626, 3.762931], [2.871913, -1.579169, -8.140127], [-1.742658, -2.681678, 4.818428], [2.755424, -0.434280, 3.860868], [4.403594, -1.356431, -4.143689], [-2.655146, -1.663079, 4.578856], [-1.603254, -3.061257, 5.822724], [1.858811, -6.074748, -0.106720], [3.460029, -0.660252, 2.685240], [-0.814294, -5.824622, -1.217154], [3.443775, -0.806345, 0.176582], [-4.692680, -1.561969, 0.728990], [5.086263, -2.102879, 0.595395], [0.823725, -0.793924, -2.520970], [-2.214642, -1.112972, 0.851778], [-0.876003, 4.189041, -2.726865]], "forces_ev_per_angstrom": [[-0.2, 0.0, 0.0], [0.0, 0.0, 0.0], [0.0, 0.0, 0.0], [0.0, 0.0, 0.0], [0.0, 0.0, 0.0], [0.0, 0.0, 0.0], [0.0, 0.0, 0.0], [0.0, 0.0, 0.0], [0.0, 0.0, 0.0], [0.0, 0.0, 0.0], [0.0, 0.0, 0.0], [0.0, 0.0, 0.0], [-0.3, 0.6, 0.1], [0.0, 0.0, 0.0], [0.1, 0.1, 0.1], [0.0, 0.0, 0.0], [0.1, -0.1, 0.0], [0.0, 0.1, 0.0], [0.0, -0.1, 0.1], [0.0, 0.0, 0.0], [0.1, 0.0, -0.1], [0.0, 0.0, 0.0], [0.0, 0.0, 0.0], [0.1, 0.5, -0.2], [0.0, -0.3, 0.0], [0.0, 0.0, 0.0], [0.0, 0.0, 0.0], [0.0, 0.0, 0.0], [0.0, -0.1, -0.1], [0.0, 0.0, 0.0], [0.0, 0.0, 0.0], [-0.1, -0.3, 0.0], [-0.1, 0.0, 0.0], [0.0, 0.0, -0.1], [0.0, 0.0, 0.0], [0.0, 0.0, 0.0], [0.0, 0.0, 0.0], [0.0, -0.4, 0.1], [0.0, 0.1, 0.1], [0.0, 0.0, 0.0], [0.0, 0.0, 0.0], [0.0, 0.0, 0.0], [0.0, 0.0, 0.0], [0.0, 0.0, 0.0], [0.0, 0.0, 0.0], [0.0, 0.0, 0.0], [0.1, 0.0, 0.0], [0.0, 0.0, 0.0], [0.0, 0.0, 0.0], [0.0, 0.0, 0.0], [-0.2, -0.1, -0.1], [0.0, 0.0, 0.0], [0.0, 0.0, 0.0], [0.0, 0.1, 0.0], [0.0, 0.0, 0.0], [0.0, 0.0, 0.0], [0.0, 0.0, 0.0], [0.0, 0.0, 0.0], [0.0, 0.0, 0.0], [0.0, 0.0, 0.0], [0.0, 0.0, -0.1], [0.0, 0.0, 0.0], [0.0, 0.0, 0.0], [0.0, 0.0, 0.0], [0.0, 0.0, 0.0], [0.0, 0.0, 0.0], [0.0, 0.0, 0.0], [0.0, 0.0, 0.0], [0.0, 0.0, 0.0], [0.0, -0.1, 0.0], [0.0, 0.0, 0.0], [0.0, 0.0, 0.0], [0.0, 0.0, 0.0], [0.0, 0.0, 0.0], [0.0, 0.0, 0.0], [0.0, 0.0, 0.0], [0.0, 0.0, 0.0], [0.0, 0.0, 0.0], [0.0, -0.3, 0.0], [0.0, 0.0, 0.0], [0.0, 0.0, 0.0], [0.0, 0.0, 0.0], [0.0, 0.0, 0.0], [0.0, 0.0, 0.1], [0.0, 0.0, 0.0], [0.1, 0.0, 0.0], [0.0, 0.0, 0.0], [0.0, 0.0, 0.0], [-0.1, 0.0, 0.0], [0.1, 0.1, -0.1], [0.0, 0.0, 0.0]], "mulliken_charge": [0.510, -1.551, -0.062, 0.506, 0.554, 0.418, -1.957, 0.372, 0.498, 0.156, 0.507, 0.416, 0.805, 0.397, -0.598, -0.517, 0.244, -0.657, -0.386, -0.859, 0.651, 0.098, 0.427, 0.346, -0.001, -0.844, 0.483, 0.398, 1.206, -0.256, -0.366, -1.344, 0.487, 1.342, 0.386, 0.615, -0.155, -0.621, 0.117, 0.626, 0.066, -1.108, 0.498, 0.371, 0.063, 0.474, 0.476, 0.525, 0.378, 0.404, 1.580, 0.428, -0.188, -1.618, 0.398, -0.086, 0.280, 0.768, 0.463, -0.722, 0.630, -1.143, 0.002, -0.725, 0.409, -0.081, -0.572, -0.297, 0.375, -0.562, -0.365, -0.760, 0.590, 0.417, 0.360, -0.709, 0.392, -0.591, -1.164, 0.458, -0.914, 0.406, -0.101, -0.450, -0.089, 0.957, -0.160, 0.359, -1.055, -0.586, -0.874]}

---

No. 2
{"formula": "C43H36BiClO2P2", "method": "wB97M-V/def2-TZVPD", "charge": 2, "lumo_energy_ev": -7.3, "de_lowest_kcal_mol": 14.6, "e_homo_ev": -13.14, "species": ["P", "C", "C", "C", "C", "C", "C", "H", "C", "H", "H", "C", "C", "C", "C", "H", "C", "C", "C", "C", "C", "C", "O", "C", "H", "C", "C", "C", "H", "H", "H", "H", "H", "C", "C", "H", "C", "H", "H", "H", "C", "H", "C", "H", "H", "C", "H", "H", "C", "H", "H", "C", "H", "C", "O", "C", "C", "Bi", "C", "H", "H", "C", "H", "H", "H", "C", "C", "C", "H", "H", "C", "Cl", "P", "C", "H", "C", "H", "H", "H", "H", "C", "H", "C", "H", "C"], "positions_angstrom": [[-0.121754, 2.336863, -0.535562], [1.950961, 3.479839, -2.053549], [-2.026136, -1.682198, -4.049086], [-1.447772, 5.616259, 1.522700], [3.215777, 3.479796, -2.648608], [-1.365001, -3.680892, 0.086809], [0.309299, -0.774826, 7.013913], [-0.585629, 6.543819, 3.268790], [-0.482160, -2.113986, -2.203819], [0.267273, -1.596443, 7.743202], [-2.568523, -2.608665, -2.160270], [-3.345820, -5.621000, 0.525475], [-2.458805, -3.408401, 0.930662], [-1.477766, 2.547765, -1.729984], [-3.452684, -4.367613, 1.126468], [2.124876, 0.489021, -0.410617], [1.522649, 2.358771, -1.319626], [-0.285191, 3.681962, 0.665601], [0.097298, -0.269655, 3.209423], [-3.745105, 1.997698, -2.381987], [0.300269, 0.015298, 4.681556], [0.451767, 4.731881, 2.710567], [0.349026, 0.697235, 2.365055], [2.088226, -3.749818, -1.306193], [-2.021630, 4.543183, -0.268962], [-3.359258, 2.022027, -3.723184], [-1.180563, 2.841758, -3.064753], [3.465051, -3.329386, 1.086502], [-0.244341, 3.339553, -3.273834], [5.062743, -4.472697, 0.213099], [1.367612, 2.971229, 1.826538], [-3.098491, 2.196359, -0.328229], [1.283778, 4.342747, -2.126072], [-2.806586, 2.236104, -1.378061], [-2.196209, -5.934840, -0.198889], [1.597319, -1.516539, -2.618647], [0.589880, 3.730302, 1.760016], [1.194801, -0.988936, -4.894310], [0.225073, 1.335250, -3.585986], [0.244113, -2.078769, 5.316698], [-1.328873, 4.608733, 0.568830], [-2.220233, 6.369943, 1.405493], [3.667077, 1.301169, -1.730216], [1.676102, -2.275746, 1.731671], [-2.499025, -2.431219, 1.422531], [0.342244, 0.557700, 7.459832], [-0.263790, -5.268244, -0.910993], [-3.037271, -1.688591, -4.457369], [2.420867, 1.291429, -1.100491], [4.344866, 0.459577, -1.598269], [-1.148169, -0.925256, -5.868480], [-0.558805, 5.690113, 2.594780], [1.180654, 4.782966, 3.512588], [3.380358, -4.264019, -1.131196], [-0.322327, -1.399539, 2.854634], [0.368980, 1.620637, 6.547602], [0.291361, -1.031956, 5.629915], [-0.920890, 0.113246, 0.500731], [-0.970740, -1.234304, -4.839024], [-4.320469, -4.111196, 1.730239], [3.525651, 4.351116, -3.220694], [-1.184550, -4.989958, -0.388308], [-1.760395, 2.447069, -5.112021], [0.381215, 2.636689, 6.953770], [-2.088978, -6.915182, -0.653129], [0.319808, -1.253378, -4.307624], [-2.056503, 2.411764, -4.063242], [0.566325, -1.601074, -2.986327], [3.995274, -3.115476, 2.012017], [1.570979, -3.900987, -2.259166], [4.071154, 2.382813, -2.521919], [0.341104, 0.859541, 9.137510], [-0.222262, -2.326339, -0.396803], [-1.776543, -2.166472, -2.764309], [-4.149187, -6.345663, 0.621076], [0.333182, 1.332554, 5.172268], [0.597285, 1.125613, -2.964422], [3.871120, -4.797804, -1.943807], [0.297857, 2.171631, 4.483789], [-4.119147, 1.877787, -4.509463], [4.066024, -4.065826, 0.065529], [-4.793094, 1.849412, -2.122966], [1.465870, -3.028712, -0.270515], [5.053203, 2.384070, -3.006393], [2.174310, -2.828645, 0.929467]], "forces_ev_per_angstrom": [[0.7, 1.8, -0.8], [-0.1, -0.3, 0.2], [0.0, -0.2, 0.0], [0.0, 0.0, -0.1], [-0.3, 0.1, 0.0], [-0.5, 0.3, 1.0], [0.0, 0.2, -0.8], [-0.2, -0.3, 0.0], [-0.2, 1.0, 0.0], [0.1, 0.5, -0.5], [0.0, 0.2, -0.2], [0.2, 0.4, -0.1], [0.3, 0.2, -0.5], [-0.2, 0.2, -0.1], [0.1, 0.2, 0.0], [0.3, 0.1, -0.4], [0.6, 0.1, 0.5], [-0.2, -0.4, 0.5], [-0.1, -1.4, 1.2], [-0.2, 0.3, 0.0], [-0.2, 0.1, 0.4], [0.2, 0.0, -0.1], [-1.0, -0.6, -1.3], [-0.1, 0.0, -0.1], [0.1, 0.2, 0.2], [0.0, 0.3, -0.1], [-0.4, -0.6, 0.0], [-0.2, 0.1, 0.1], [0.0, -0.4, -0.4], [-0.1, 0.1, -0.1], [0.0, 0.3, 0.2], [0.0, -0.1, -0.2], [0.4, -0.1, -0.1], [0.3, -0.6, -0.1], [0.2, 0.2, -0.1], [-0.6, -0.1, 0.0], [0.0, -0.1, -0.2], [-0.3, 0.2, -0.2], [0.6, -0.6, 0.4], [0.0, 0.5, -0.1], [-0.1, -0.1, -0.1], [0.1, -0.1, 0.0], [0.1, -0.1, 0.1], [0.3, -0.2, -0.1], [-0.3, -0.4, -0.1], [0.1, -0.5, -0.9], [-0.4, 0.1, 0.0], [0.3, -0.1, 0.2], [-0.5, 0.4, -0.1], [-0.2, 0.2, 0.1], [0.1, 0.0, 0.3], [0.3, -0.1, -0.5], [-0.2, 0.1, 0.0], [-0.3, 0.1, 0.0], [0.2, 1.8, -0.6], [-0.1, -0.6, -0.2], [-0.1, -0.1, 0.5], [-0.3, -0.7, 2.6], [0.3, -0.3, 0.2], [0.2, -0.1, -0.1], [0.0, -0.2, 0.1], [0.1, 0.2, -0.3], [-0.1, 0.3, 0.3], [0.0, -0.3, -0.4], [0.0, 0.1, 0.2], [0.2, 0.0, -0.1], [-0.5, 0.7, 0.1], [-0.1, -0.3, 0.0], [-0.1, -0.2, -0.2], [0.3, 0.0, 0.4], [-0.4, -0.1, 0.3], [0.0, 0.2, 0.4], [1.1, -2.0, -1.5], [0.2, 0.0, 0.5], [0.2, 0.1, 0.1], [0.1, 0.3, 0.4], [-0.1, -0.1, -0.9], [-0.3, 0.0, 0.2], [0.0, -0.1, 0.0], [0.6, -0.2, 0.5], [-0.3, 0.2, 0.1], [0.3, -0.1, 0.0], [0.6, 0.3, 0.4], [-0.4, 0.0, 0.2], [-0.3, 0.2, -0.2]], "mulliken_charge": [1.178, -0.503, -0.798, -0.679, -0.773, 0.335, -0.841, 0.422, 0.536, 0.394, 0.415, -0.562, -0.316, 0.755, -0.630, 0.440, 0.186, 0.808, 0.675, -0.988, -0.084, -0.582, -0.477, 0.048, 0.356, -0.611, -1.552, -0.653, 0.467, 0.438, 0.462, 0.633, 0.465, -0.377, -0.621, 0.571, -0.728, 0.388, 0.461, 0.424, -0.402, 0.429, -0.516, 0.418, 0.339, 0.511, 0.354, 0.498, 0.034, 0.506, 0.473, -0.578, 0.484, -0.888, -0.532, -0.843, -0.122, 1.296, -0.376, 0.417, 0.432, -0.260, 0.514, 0.381, 0.425, -1.121, -0.303, -0.421, 0.471, 0.506, -0.621, -0.167, 0.883, -0.634, 0.422, 0.062, -0.505, 0.434, 0.318, 0.452, -0.609, 0.454, 0.432, 0.425, -0.552]}